Formula: C11H6N2O4STb
Source: the OMol25 dataset
Level of theory: ωB97M-V/def2-TZVPD

XYZ file:
```
25
C11H6N2O4STb (ωB97M-V/def2-TZVPD)
O 0.35 -2.75 -3.30
C 0.61 -1.85 -2.63
Tb 0.87 0.24 -1.52
O -1.89 -0.15 -3.73
C -1.01 0.07 -3.00
C 2.46 -0.14 -3.46
O 3.17 -0.34 -4.34
C 0.17 2.32 -2.53
O -0.22 3.27 -3.05
N -2.32 -1.83 -0.59
C -1.62 -1.22 0.39
N -0.56 -0.43 0.11
C 0.00 0.13 1.29
C 1.11 1.00 1.32
C 1.57 1.44 2.57
C 0.92 1.02 3.75
C -0.19 0.15 3.70
C -0.64 -0.30 2.46
S -1.97 -1.43 2.07
H -3.10 -2.41 -0.30
H -2.30 -1.46 -1.53
H 1.60 1.37 0.38
H 2.43 2.11 2.62
H 1.28 1.38 4.72
H -0.71 -0.18 4.60
```

## Properties
**Net charge**: +3
**Largest force on an atom**: 7.38 eV/Å
**Multiplicity**: 7
**E_LUMO (spin up / spin down)**: -0.5167 / -0.5100 Ha
**⟨S²⟩**: 12.68
**Orbital gap (spin up / spin down)**: 4.591 / 4.780 eV
**E_HOMO (spin up / spin down)**: -18.65 / -18.66 eV
**Energy relative to the best compared isomer or geometry (same formula, charge and spin)**: 0.0 kJ/mol

These are the Mulliken partial charges, in e, on atoms 1 to 5: -0.03, 0.30, 1.23, 0.00, 0.21